ORCA calculation (wB97M-V/def2-TZVPD) on a single C2H2N2O2S molecule.

Geometry as XYZ:
```
9
Properties=species:S:1:pos:R:3:forces:R:3:lowdin_charge:R:1
C -2.3632 -0.3608 -0.1406 1.006 -0.044 0.096 -0.652
C 0.5044 -0.3802 0.2406 -1.857 -0.087 -0.810 -0.274
N -3.1203 -0.6261 -0.9612 -0.419 -0.010 -0.247 0.102
N 1.2797 0.8184 -0.1023 0.572 -0.457 2.793 -0.475
O 2.2136 0.9786 0.6859 -0.064 0.719 -0.988 0.064
O 0.9580 1.4816 -1.0225 -0.188 1.236 -1.454 0.121
S -1.2176 -0.0505 1.0767 1.818 -0.280 -0.816 0.940
H 0.5942 -0.9756 -0.6519 -1.308 -0.262 -0.600 0.111
H 1.1511 -0.8854 0.8754 0.440 -0.816 2.026 0.063
```
Positions in Å, forces in eV/Å.

F_max in eV/A: 2.9
ΔE to the lowest compared entry with this formula, charge and spin in kJ/mol: 378.9
Gap between HOMO and LUMO in eV: 9.9